Here is the molecule C4H12N2 from the Open Molecules 2025 dataset. Energies are from ωB97M-V/def2-TZVPD.

```
18
C4H12N2 (ωB97M-V/def2-TZVPD)
C 0.9796 1.3869 0.0240
N 0.5934 -0.0144 -0.3511
C 1.8110 -0.8252 -0.3735
C -0.3884 -0.5391 0.6407
C -1.8388 0.0118 0.4827
N -2.3593 0.0274 -0.8603
H 0.1704 2.1092 -0.1926
H 1.9044 1.5431 -0.6543
H 1.4565 1.4602 1.0112
H 2.5247 -0.3836 -1.0810
H 2.3215 -1.0245 0.6510
H 1.5411 -1.8585 -0.7620
H 0.0387 -0.4073 1.6350
H -0.3763 -1.6975 0.5380
H -1.9414 1.0591 0.8954
H -2.4658 -0.5888 1.1063
H -2.2432 -0.9363 -1.2363
H -1.7280 0.6775 -1.4730
```

Properties
HOMO-LUMO gap = 9.99 eV
strongest force on any atom = 3.0 eV/Å
net charge = 0
DFT total energy = -7321.6462 eV
structure (SMILES) = CN(C)CCN
HOMO energy = -8.904 eV
relative energy (zero: lowest compared OMol25 entry of this formula, charge and spin) = 133.4 kJ/mol

Here is C32H38CaN2O2PSe2 as an isolated structure from the Open Molecules 2025 dataset. Energies are from ωB97M-V/def2-TZVPD.

```
78
C32H38CaN2O2PSe2 (ωB97M-V/def2-TZVPD)
Ca 0.6085 0.2071 -0.7651
C 3.5126 -3.6430 2.1378
C 3.1812 -2.1563 1.9703
C 4.1039 -1.3136 2.8472
C 1.7082 -1.9139 2.2072
C 1.1849 -1.1740 3.2581
C -0.1826 -0.9485 3.3590
C -1.0647 -1.4633 2.4211
C -2.5314 -1.1651 2.4671
C -0.5424 -2.2383 1.3890
C 0.8171 -2.4467 1.2769
H 4.5637 -3.8186 1.9170
H 2.9156 -4.2429 1.4571
H 3.3102 -3.9729 3.1570
H 3.3504 -1.8842 0.9193
H 3.9952 -1.5733 3.8999
H 3.8858 -0.2565 2.7095
H 5.1403 -1.4934 2.5665
H 1.8361 -0.7482 4.0110
H -0.5629 -0.3588 4.1829
H -2.7832 -0.4715 1.6613
H -2.8206 -0.7049 3.4094
H -3.1231 -2.0666 2.3154
H -1.2132 -2.6855 0.6663
H 1.2064 -3.0226 0.4518
Se -1.7370 2.3385 0.6253
P -2.4629 1.3661 -1.1427
Se -1.9819 -0.7010 -1.5240
C -2.0133 2.3584 -2.6028
C -1.2389 1.8602 -3.6470
C -1.0285 2.6302 -4.7734
C -1.5914 3.8957 -4.8719
C -2.3537 4.3980 -3.8234
C -2.5649 3.6375 -2.6951
C -4.2800 1.4560 -1.2335
C -4.8864 1.0611 -2.4270
C -6.2592 1.0464 -2.5348
C -7.0489 1.4320 -1.4582
C -6.4466 1.8487 -0.2791
C -5.0709 1.8663 -0.1671
H -0.8173 0.8591 -3.5946
H -0.4302 2.2409 -5.5851
H -1.4389 4.4904 -5.7615
H -2.7912 5.3841 -3.8965
H -3.1622 4.0156 -1.8743
H -4.2664 0.7556 -3.2589
H -6.7218 0.7354 -3.4606
H -8.1266 1.4037 -1.5383
H -7.0560 2.1599 0.5580
H -4.5958 2.1940 0.7477
N 2.9197 2.5630 2.7253
C 2.6928 3.0783 1.3770
C 1.8895 2.0571 0.5757
O 1.4111 1.0376 1.2765
O 1.7060 2.1469 -0.6231
H 2.8524 3.2919 3.4220
H 3.8371 2.1382 2.8036
H 1.7174 1.1275 2.2043
H 3.6136 3.3057 0.8205
H 2.1004 3.9995 1.4182
C 4.8107 0.2279 -1.1453
C 4.4175 -0.9688 -1.9691
C 5.3120 -1.5722 -2.8195
C 4.9595 -2.6725 -3.5897
C 3.6643 -3.1603 -3.4884
C 2.7312 -2.5909 -2.6545
C 1.3496 -3.1757 -2.5551
C 3.0660 -1.4500 -1.8396
N 2.2518 -0.9181 -0.9748
H 5.7821 0.6155 -1.4575
H 4.8645 -0.0432 -0.0862
H 4.0581 1.0178 -1.2453
H 6.3232 -1.1821 -2.8867
H 5.6782 -3.1427 -4.2467
H 3.3752 -4.0229 -4.0818
H 1.0944 -3.7402 -3.4524
H 0.6067 -2.3817 -2.4037
H 1.2760 -3.8579 -1.7030
```

Properties
HOMO-LUMO gap = 4.00 eV
strongest force on any atom = 1.5 eV/Å
net charge = -1
DFT total energy = -199300.6533 eV
HOMO energy = -1.931 eV
relative energy (zero: lowest compared OMol25 entry of this formula, charge and spin) = 68.1 kJ/mol

Here is a 2-piece molecular cluster, C4H8NO3 overall from the Open Molecules 2025 dataset. Energies are from ωB97M-V/def2-TZVPD.

```
16
C4H8NO3 (ωB97M-V/def2-TZVPD)
C 1.7526 1.3074 -0.3909
C 2.0837 0.0704 -1.3493
O 1.2105 -0.3846 -2.1404
O 3.2165 -0.3414 -1.2204
H 1.7575 2.3283 -0.6893
H 2.6706 1.1190 0.3436
H 0.8395 0.9908 0.0876
C -1.1670 -1.1306 1.4916
C -2.0939 -0.4059 0.6268
O -3.2001 -0.0885 1.0216
N -1.6144 0.1039 -0.6590
H -2.2544 0.2588 -1.3680
H -0.6706 0.1267 -0.9222
H -1.4747 -2.1514 1.6596
H -0.9798 -0.5480 2.4184
H -0.0760 -1.2550 1.0903
```

Properties
HOMO-LUMO gap = 7.86 eV
strongest force on any atom = 4.8 eV/Å
net charge = -1
DFT total energy = -11911.7201 eV
HOMO energy = -4.225 eV
relative energy (zero: lowest compared OMol25 entry of this formula, charge and spin) = 151.9 kJ/mol

Here is an isolated ion of composition CH4NO and charge +1 from the Open Molecules 2025 dataset. Energies are from ωB97M-V/def2-TZVPD.

```
7
CH4NO (ωB97M-V/def2-TZVPD)
C -0.7167 0.0553 0.9475
N 0.5853 0.0952 -1.0127
O -0.0345 0.6250 0.0637
H -1.2028 0.6551 1.6003
H -0.8930 -1.0566 0.8072
H 0.9037 -0.9443 -0.9454
H 1.3580 0.5703 -1.4605
```

Properties
HOMO-LUMO gap = 10.03 eV
strongest force on any atom = 5.9 eV/Å
net charge = +1
DFT total energy = -4627.9518 eV
HOMO energy = -16.780 eV
relative energy (zero: lowest compared OMol25 entry of this formula, charge and spin) = 343.7 kJ/mol

Here is C4H8F2P4 as an isolated structure from the Open Molecules 2025 dataset. Energies are from ωB97M-V/def2-TZVPD.

```
18
C4H8F2P4 (ωB97M-V/def2-TZVPD)
C 0.8468 -4.4410 -2.1228
C -0.2046 -0.8064 0.5495
C 0.0881 1.9049 -0.4732
C -1.1134 1.7364 2.2056
F -3.1029 -3.0872 -2.4140
F 1.3190 0.9037 1.6734
P -0.3903 -3.8436 -3.0700
P -1.9276 -3.7930 -1.5307
P -1.1478 -1.3421 -0.7679
P -0.1657 0.9362 1.0402
H 0.7657 -4.6596 -1.0696
H 1.8115 -4.6223 -2.5584
H 0.1866 -1.4604 1.3225
H -0.8371 2.3939 -0.7620
H 0.4488 1.2665 -1.2746
H 0.8353 2.6615 -0.2283
H -1.0875 1.2433 3.1722
H -2.1187 1.9248 1.8619
```

Properties
HOMO-LUMO gap (spin up / spin down) = 6.61 / 6.61 eV
strongest force on any atom = 2.3 eV/Å
net charge = 0
DFT total energy = -46864.8463 eV
HOMO energy (spin up / spin down) = -7.889 / -7.889 eV
relative energy (zero: lowest compared OMol25 entry of this formula, charge and spin) = 167.2 kJ/mol

Question: Which formula does entry 5 have?
Answer: C4H8F2P4